Entry 1:
DFT (the ωB97M-V functional and the def2-TZVPD basis) results for 2 unconnected molecules or ions with the total composition C13H29FN2O4S.

Each line ends with the Löwdin charge.
Geometry (Å):
S 4.41859 0.33215 -2.12565  0.60
F 3.19399 1.11048 -2.76732  -0.15
O 5.56848 1.10152 -2.44097  -0.24
O 4.25984 -1.00994 -2.54830  -0.23
O -0.75054 0.89658 -1.13659  0.02
O -2.99921 -0.24613 1.20967  -0.21
N 4.07035 0.50801 -0.53287  -0.25
N -1.38143 2.80283 -2.13675  0.01
C 0.67729 -3.12243 0.47399  -0.20
C -3.64416 -0.43051 -0.03333  -0.11
C 2.66985 0.13809 -0.14882  -0.20
C 1.59342 -1.94145 0.83770  -0.19
C 4.34696 1.91121 -0.11192  -0.08
C -1.02483 2.08296 -1.04303  -0.55
C -1.74435 4.20290 -2.20941  -0.08
C -2.83866 -2.50099 2.13173  -0.18
C 2.19363 -1.29132 -0.42174  -0.18
C -3.42455 -1.09408 2.26113  -0.24
C -0.99896 2.80021 0.28871  0.00
C -1.29724 -2.50277 2.02954  -0.19
C -0.81662 -2.81875 0.60954  -0.21
H -4.51979 -1.12363 2.32315  0.12
H 5.36237 1.97873 0.26929  0.09
H 3.63241 2.16849 0.66639  0.08
H 1.98111 0.86039 -0.59029  0.11
H -0.93046 -1.52371 2.34414  0.10
H -0.71487 2.07738 1.04778  0.08
H -1.07148 -1.98401 -0.05167  0.11
H -1.98295 3.19906 0.53675  0.09
H 1.40912 -1.25425 -1.17865  0.11
H -0.87895 -3.25221 2.70918  0.11
H -3.24397 -2.95905 1.22292  0.10
H 2.41284 -2.29032 1.47297  0.11
H -1.70029 4.65038 -1.22184  0.07
H 0.91046 -3.99560 1.09198  0.11
H -0.28337 3.62461 0.28039  0.08
H 3.00468 -1.90928 -0.79008  0.10
H -1.38055 2.26647 -2.99043  0.14
H -1.06233 4.74955 -2.86253  0.08
H 4.23088 2.62697 -0.92670  0.08
H -1.38231 -3.68888 0.25864  0.11
H 2.64793 0.29844 0.93137  0.12
H -3.06283 -0.61789 3.17587  0.12
H -2.88833 -0.31701 -0.81134  0.07
H 1.04057 -1.18782 1.40421  0.10
H -3.19962 -3.11945 2.95749  0.11
H 0.87679 -3.40863 -0.56214  0.11
H -4.44058 0.30880 -0.16408  0.09
H -4.07987 -1.43035 -0.13473  0.09
H -2.75843 4.32428 -2.59336  0.08

Atomic forces in eV per Å
S -0.1189 -0.0865 0.4076
F 0.0413 0.0556 -0.1883
O -0.0329 -0.1234 0.0067
O 0.0729 0.0699 0.0077
O 0.1344 -0.0051 -0.0551
O 0.1052 0.1179 0.1220
N -0.4074 0.3755 -0.6016
N -0.0144 0.0213 -0.0684
C -0.1386 0.0296 0.2452
C 0.0658 -0.2176 -0.0294
C 0.1000 -0.1624 0.3260
C 0.1555 -0.0921 -0.2694
C 0.1698 -0.1386 0.1081
C -0.0620 -0.0217 0.1516
C 0.0188 -0.0650 -0.0406
C 0.0017 0.1640 -0.2465
C -0.2287 0.1570 0.2874
C 0.0984 -0.1228 -0.0027
C 0.0522 -0.0657 -0.0041
C -0.1623 -0.1587 -0.0522
C 0.0068 0.0831 -0.0745
H -0.0158 -0.0398 -0.0707
H -0.0157 0.0506 0.0139
H 0.1242 -0.0326 0.0723
H -0.0772 0.0200 -0.0466
H 0.0988 -0.0472 0.0507
H -0.0159 -0.0145 -0.0196
H -0.0680 0.0211 0.0110
H 0.0005 0.0161 0.0006
H 0.1247 -0.0252 -0.1633
H -0.0079 0.0632 0.0330
H -0.0471 -0.0319 0.0755
H -0.0387 0.1324 0.0632
H -0.0050 0.0161 0.0007
H 0.0248 0.0429 -0.0093
H -0.0288 0.0016 -0.0009
H 0.0260 -0.0635 -0.1121
H 0.0099 -0.0032 -0.0014
H 0.0137 0.0153 0.0187
H -0.0494 -0.0522 0.0230
H 0.0579 0.0255 -0.0698
H 0.0964 0.0270 -0.0546
H 0.0148 -0.0484 -0.0009
H -0.1032 0.1127 -0.0235
H -0.0429 -0.0494 0.0085
H 0.0615 0.0982 0.0716
H 0.0247 -0.1006 0.0416
H -0.0107 0.0050 -0.0264
H 0.0035 0.0409 0.0614
H -0.0130 0.0054 0.0237

As for the structure (SMILES): COCCCCCCCCN(C)S(=O)(=O)F.CNC(C)=O. The multiplicity is 1. Its total energy is -38673.853 eV. Its HOMO-LUMO gap is 10.09 eV. The LUMO energy is 0.56 eV.



Entry 2:
DFT (the ωB97M-V functional and the def2-TZVPD basis) results for a molecular structure, C29H32AuBrN3OSSi.

Each line ends with the Löwdin charge.
Geometry (Å):
Au 0.12393 1.49650 -0.63995  0.96
Br 6.78051 0.09625 -0.38822  0.83
S -1.50142 3.11131 -0.82718  0.74
Si -0.45616 -0.53034 1.75006  0.66
O 0.23653 1.72359 -2.74780  -0.27
N 2.22167 0.90319 -0.62716  -0.05
N -0.10853 2.96539 -3.11946  -0.20
N -1.47978 -0.78259 -0.94984  -0.26
C -3.66228 -1.24396 -2.06152  -0.16
C 4.93932 0.42631 -0.49862  -0.68
C 2.41933 -3.52814 1.76668  -0.07
C -1.27913 -0.67422 3.42291  -0.25
C 1.18932 -1.43341 1.80099  -0.27
C -2.53603 -0.81026 5.91916  -0.08
C -0.15069 1.30905 1.37227  -0.34
C 3.56638 -1.48411 2.28643  -0.09
C 0.35546 3.38545 -4.31419  0.00
C 4.43404 1.68468 -0.19766  -0.08
C -0.85094 5.41891 -4.05060  -0.04
C -2.64605 -0.19419 -1.58391  -0.23
C -1.66286 -1.22177 0.42635  -0.22
C -1.30326 4.97620 -2.82993  -0.07
C 3.07098 1.87837 -0.27616  -0.11
C -1.53618 -2.21809 -2.98704  -0.17
C -0.70081 -1.63802 -1.83901  -0.20
C -2.56906 -0.16531 3.60958  -0.10
C -0.00289 4.61159 -4.80663  -0.03
C -0.92408 3.71932 -2.35034  -0.60
C 2.71719 -0.30527 -0.90393  -0.10
C -1.25557 -1.31600 5.75651  -0.07
C 3.59027 -2.85796 2.09316  -0.07
C -3.19552 -0.23259 4.84253  -0.08
C 4.06839 -0.58482 -0.86640  -0.08
C -2.94449 -2.52672 -2.49950  -0.19
C 1.23243 -2.82165 1.63349  -0.09
C -0.63335 -1.24584 4.51890  -0.09
C 2.37846 -0.78493 2.13511  -0.12
H 0.71737 1.71758 1.89001  0.01
H -1.05607 -3.12438 -3.35937  0.11
H 2.42897 -4.60171 1.63081  0.11
H 2.38362 0.28655 2.30481  0.10
H -1.00666 1.91129 1.67759  0.00
H -4.19505 0.16300 4.96625  0.11
H -3.10114 0.29146 2.78061  0.10
H 2.00941 -1.07587 -1.16006  0.11
H 0.36656 -1.64902 4.40737  0.10
H 4.51475 -3.40801 2.21157  0.11
H -1.14349 6.39426 -4.41306  0.12
H -3.51404 -3.04897 -3.26798  0.11
H -4.36804 -1.47860 -1.26215  0.11
H -2.68116 -0.96431 0.73518  0.08
H -4.24893 -0.82465 -2.88135  0.11
H -0.74089 -1.76594 6.59531  0.11
H 0.37871 4.92815 -5.76525  0.12
H -2.28300 0.41057 -2.42510  0.10
H -3.02250 -0.86594 6.88393  0.11
H 2.63544 2.84298 -0.05451  0.12
H 0.14169 -1.08334 -2.26703  0.08
H 5.08287 2.49725 0.09346  0.11
H -2.87484 -3.21571 -1.65083  0.11
H 0.32461 -3.36908 1.40271  0.10
H 4.47321 -0.95887 2.55998  0.11
H -3.10778 0.50144 -0.88316  0.10
H 4.42109 -1.57917 -1.09563  0.12
H -1.94991 5.58310 -2.21307  0.12
H 1.00083 2.67812 -4.81089  0.14
H -1.65366 -2.32273 0.46727  0.09
H -1.56365 -1.51291 -3.82240  0.12
H -0.29340 -2.46246 -1.24413  0.12

Atomic forces in eV per Å
Au 0.3832 0.3658 -0.4350
Br -0.0451 0.0046 0.0034
S -0.0903 -0.1101 0.2414
Si -0.2349 0.0371 -0.2084
O 0.2348 0.0769 0.1518
N -0.3061 -0.2345 0.3457
N -0.2091 0.0139 -0.0194
N 0.6620 0.9089 0.1744
C -0.0087 0.0134 0.0959
C -0.0514 0.0181 -0.0081
C 0.0049 -0.0026 -0.0116
C 0.0111 0.0905 -0.0790
C -0.1455 -0.0825 -0.0355
C -0.0116 -0.0007 0.0134
C -0.1205 -0.2323 0.0196
C 0.0289 -0.0231 0.0260
C -0.0763 0.0862 -0.0211
C 0.0091 -0.0452 -0.0121
C -0.0103 0.0386 0.0094
C -0.1259 -0.0647 -0.2486
C -0.0555 -0.5055 0.2452
C 0.0155 -0.0958 0.0137
C 0.0319 0.0365 -0.0132
C 0.0200 -0.0647 -0.0322
C 0.0139 -0.2974 -0.1106
C -0.0011 0.0024 -0.0598
C 0.0324 -0.0660 -0.0143
C 0.0257 -0.0417 -0.2002
C -0.0205 -0.0222 -0.1592
C -0.0211 -0.0050 0.0559
C 0.0207 0.0013 0.0009
C -0.0034 -0.0012 0.0292
C 0.0421 0.0323 -0.0203
C -0.0104 -0.0658 0.0322
C -0.0078 0.0199 -0.1104
C 0.0618 -0.0524 -0.0191
C -0.0051 0.0722 0.1783
H 0.0824 -0.0015 -0.0310
H 0.0547 0.0388 -0.0245
H -0.0043 -0.0052 0.0013
H 0.0016 0.0043 -0.0052
H -0.0301 0.0016 -0.0175
H -0.0036 0.0024 0.0007
H 0.0036 0.0058 -0.0109
H -0.1048 -0.0823 -0.0063
H 0.0127 0.0017 -0.0051
H 0.0087 0.0003 0.0001
H -0.0062 0.0037 -0.0057
H -0.0189 0.0169 -0.0005
H -0.0235 0.0375 -0.0110
H 0.0560 0.0760 0.1374
H 0.0094 0.0068 -0.0154
H 0.0041 -0.0044 0.0020
H 0.0069 0.0044 -0.0012
H -0.1265 -0.0869 0.0333
H -0.0006 -0.0015 0.0092
H 0.0065 0.0088 0.0271
H 0.0492 -0.0115 -0.0096
H 0.0023 0.0074 0.0007
H 0.0089 0.0139 -0.0189
H -0.0047 0.0095 -0.0113
H 0.0084 0.0021 0.0023
H 0.0013 0.0649 -0.0350
H -0.0017 -0.0054 -0.0048
H -0.0079 0.0010 0.0103
H 0.0031 -0.0047 -0.0064
H 0.0019 0.0309 0.1636
H -0.0685 0.0035 0.0128
H 0.0421 0.0561 0.0011

The total charge is +1. The multiplicity is 1. Its total energy is -129551.331 eV. Its HOMO-LUMO gap is 6.76 eV. The energy relative to the best compared isomer or geometry (same formula, charge and spin) is 0.474 eV. The LUMO energy is -3.62 eV.



Entry 3:
DFT (the ωB97M-V functional and the def2-TZVPD basis) results for a molecular structure, C22H41ClNP3PmSe.

Each line ends with the Löwdin charge.
Geometry (Å):
Pm 0.03606 0.65864 -0.29156  1.13
Se 0.68277 -2.35186 -1.49513  0.82
Cl 4.97625 -0.39763 -3.34888  0.79
P 1.10176 -0.80222 2.45930  0.73
P -0.34452 2.78078 1.56479  0.70
P -2.19134 -0.70181 0.81651  0.66
N 2.27508 1.09716 -0.88369  -0.15
C -2.02538 -3.93084 -4.26371  -0.05
C 1.85509 -2.48106 2.46708  -0.27
C 4.39770 1.95898 -0.16036  0.00
C 0.83570 4.20892 1.48264  -0.25
C -0.78278 1.13153 -2.49226  -0.22
C -0.13942 -1.85834 -4.36477  -0.13
C -2.11480 -2.44481 1.42460  -0.24
C -1.11552 -3.75297 -3.22585  -0.14
C -1.92158 3.61237 1.09591  -0.25
C 2.62401 0.03938 3.05578  -0.28
C -2.98538 -0.02276 2.32315  -0.25
C 0.33522 -0.98127 4.11474  -0.27
C -1.14633 1.51732 -3.75758  0.12
C 3.02431 1.83899 -0.02225  -0.14
C -0.50298 2.57461 3.37786  -0.25
C 4.25545 0.55043 -2.10768  -0.61
C -0.26362 -2.63594 -3.20937  -0.54
C -2.03407 -3.07890 -5.38066  -0.03
C -1.03310 -2.08709 -5.44176  -0.05
C 5.03862 1.28823 -1.20609  0.00
C -3.57076 -0.72866 -0.35228  -0.26
C 2.86267 0.55506 -1.98837  -0.15
H 0.62173 -1.06193 -4.41483  0.10
H -0.52827 -1.65618 4.07795  0.04
H 2.38502 1.05477 3.37834  0.03
H -2.11475 1.98150 -4.03049  0.11
H 0.44111 5.11993 1.97065  0.08
H -4.30255 -1.43930 0.04726  0.07
H -2.36603 -0.23534 3.20759  0.04
H -0.15578 -3.49097 -0.91708  -0.07
H -0.45343 1.44933 -4.62160  0.11
H -3.16219 -2.77014 1.53058  0.07
H 0.17304 0.53091 -2.45156  -0.02
H -0.73957 3.51667 3.89518  0.08
H 2.49304 2.36231 0.77639  0.07
H 1.79487 3.92963 1.95374  0.05
H 1.03019 4.41956 0.41599  0.06
H -3.95545 -0.53323 2.42019  0.08
H 0.43368 2.17825 3.79365  0.03
H 1.09093 -1.41524 4.78789  0.07
H -2.03215 4.58013 1.61379  0.08
H -2.73758 -4.74368 -4.20216  0.12
H -3.14330 1.05959 2.24619  0.02
H 2.21376 0.10084 -2.73855  0.09
H -1.05117 -4.46291 -2.40627  0.09
H 1.08595 -3.24764 2.30513  0.05
H 3.35911 0.07874 2.24637  0.04
H 0.02302 -0.00987 4.51535  0.04
H 2.32851 -2.63463 3.45193  0.07
H -2.78125 -3.22208 -6.17845  0.13
H -1.61858 -2.48145 2.40865  0.03
H -1.39039 1.47306 -1.59440  0.02
H -1.91467 3.79454 0.00750  0.05
H -4.04085 0.25476 -0.44685  0.06
H -2.77734 2.95649 1.32272  0.04
H 2.61784 -2.54236 1.67892  0.05
H 3.02335 -0.53795 3.90343  0.07
H 6.12095 1.31823 -1.33079  0.14
H -1.29463 1.84784 3.59699  0.03
H -0.94008 -1.49771 -6.34494  0.11
H -3.24204 -1.04098 -1.34986  0.05
H 4.95455 2.55857 0.56472  0.14
H -1.57773 -3.09828 0.72063  0.02

Atomic forces in eV per Å
Pm 1.5465 -1.8313 2.8213
Se -0.7403 -0.8251 -0.4529
Cl -0.1371 0.3680 0.1637
P 1.0385 -0.5089 0.9004
P -0.2843 2.0900 1.3836
P -0.7138 -0.8214 1.1859
N 1.0312 0.8004 -0.7690
C 0.0731 0.2008 -0.3458
C -0.1560 -0.1747 -0.6626
C 0.1208 0.0561 -0.0493
C 0.2659 -0.2896 -0.4950
C -0.7735 1.0944 -3.2208
C -0.3954 0.1893 0.2257
C 0.2620 0.0161 -0.3737
C 0.0269 0.5976 0.1409
C -0.0675 -0.2504 -0.3448
C -0.0848 0.2905 -0.3432
C 0.0375 0.2913 -0.0279
C -0.6653 0.2845 0.0835
C 0.2120 0.0635 1.0114
C -0.0175 -0.5292 -0.4358
C -0.0470 -0.5121 0.1787
C -0.1896 -0.0380 -0.2580
C -0.2593 -0.5404 -0.4993
C 0.6997 0.1970 0.6015
C -0.0617 -0.3757 0.3803
C -0.4334 -0.1479 0.1004
C -0.1941 -0.1116 -0.3241
C 0.5719 0.1769 1.2427
H -0.4435 -0.4081 -0.1775
H 0.1616 0.1752 0.1466
H 0.2089 0.0064 0.0556
H 0.6557 -0.1177 0.6101
H 0.0541 -0.5774 -0.1927
H -0.0731 0.1586 -0.3007
H -0.2359 0.0601 -0.2927
H 0.8148 1.1409 -0.0882
H -0.4597 -0.5142 0.7362
H 0.4308 -0.0680 0.0197
H -0.9656 0.7328 -0.2738
H 0.0717 -0.1791 -0.3888
H 0.1804 -0.3818 -0.1673
H -0.4232 0.2082 -0.0969
H 0.0058 0.1571 0.4314
H 0.2485 0.2446 0.1291
H -0.2138 0.1716 -0.1274
H -0.2966 0.1724 -0.2515
H 0.0332 -0.4460 -0.1527
H 0.0898 -0.0646 -0.0379
H -0.1206 -0.2959 0.1023
H 0.3511 -0.1285 0.2120
H -0.3706 -0.0007 -0.1253
H 0.2948 0.0586 0.0187
H 0.0519 0.0269 0.2183
H -0.0283 -0.2801 0.0004
H -0.2037 0.0117 -0.4870
H 0.6322 0.1695 0.4326
H -0.2118 0.0129 -0.4673
H -0.2273 -0.4284 -1.8447
H -0.0871 0.1014 0.3444
H 0.0449 -0.0667 0.0883
H 0.2421 0.3603 -0.0350
H -0.1754 -0.1893 0.2003
H -0.0600 0.3102 -0.3072
H -0.2604 -0.0035 0.0588
H 0.1502 0.1987 0.0136
H 0.0509 0.0913 0.0627
H -0.1248 -0.1172 0.1526
H -0.1183 -0.2073 -0.3625
H -0.3393 0.1449 0.3258

The total charge is +3. The multiplicity is 5. Its total energy is -147232.427 eV. Its HOMO-LUMO gap (alpha / beta) is 6.47 / 6.70 eV. The LUMO energy (alpha / beta) is -9.96 / -9.73 eV.



Entry 4:
DFT (the ωB97M-V functional and the def2-TZVPD basis) results for a single C5H10O molecule.

Each line ends with the Löwdin charge.
Geometry (Å):
O -1.85755 0.32981 -0.47486  0.08
C -0.31806 2.15111 -0.32802  -0.01
C 0.37742 -0.31924 0.05668  -0.38
C -0.71789 0.69405 -0.27344  -0.44
C 0.09181 -0.90335 1.44538  -0.06
C 0.40725 -1.41781 -1.00666  -0.07
H -1.20324 2.78454 -0.40517  0.08
H 0.32245 2.31278 -1.20424  0.09
H -0.88652 -1.39459 1.44405  0.09
H 1.13215 -2.19359 -0.73841  0.08
H 0.85209 -1.64461 1.71329  0.08
H 1.34516 0.19910 0.07760  0.13
H -0.58266 -1.87611 -1.09024  0.08
H 0.27303 2.42531 0.55305  0.09
H 0.68149 -1.01904 -1.98991  0.08
H 0.08307 -0.12836 2.22090  0.08

Atomic forces in eV per Å
O 0.4253 0.1795 0.0716
C -0.0632 0.0300 -0.0117
C 0.0450 0.0001 -0.0071
C -0.2146 -0.0759 -0.0334
C -0.0338 -0.0198 0.0751
C -0.0185 -0.0436 -0.0639
H 0.1177 -0.0821 0.0049
H -0.0673 -0.0457 0.1166
H 0.1288 0.0646 -0.0004
H -0.0904 0.1166 -0.0320
H -0.0927 0.1165 -0.0453
H -0.1448 -0.0507 -0.0083
H 0.1348 0.0433 0.0145
H -0.0877 -0.0641 -0.1030
H -0.0434 -0.0589 0.1399
H 0.0047 -0.1099 -0.1175

As for the structure (SMILES): CC(=O)C(C)C. The multiplicity is 1. Its total energy is -7394.754 eV. Its HOMO-LUMO gap is 10.52 eV. The energy relative to the best compared isomer or geometry (same formula, charge and spin) is 0.011 eV. The LUMO energy is 0.98 eV.



Entry 5:
DFT (the ωB97M-V functional and the def2-TZVPD basis) results for a molecular structure, C3H2O4.

Each line ends with the Löwdin charge.
Geometry (Å):
O -0.76142 -1.43545 2.24532  0.05
O 0.49568 1.58700 0.08885  0.10
O -1.07909 -1.46973 -0.75262  0.17
O 0.13591 0.68905 -1.94893  0.11
C 0.03603 0.66669 -0.58805  -0.44
C -0.51821 -0.60643 -0.05253  -0.25
C -0.17942 -0.70563 1.38642  -0.13
H 0.97494 -0.03412 1.76744  0.23
H 0.89557 1.30862 -2.14590  0.16

Atomic forces in eV per Å
O 2.1698 3.2619 -4.0679
O -1.2154 -2.0745 -0.8525
O 1.6829 2.6032 2.3603
O 1.0107 0.2270 0.8421
C 1.9200 3.1068 -1.5308
C -2.0586 -2.4030 -2.1173
C 1.4769 -2.1835 6.4847
H -3.6385 -2.0120 -1.3114
H -1.3477 -0.5260 0.1929

The multiplicity is 1. Its total energy is -11330.765 eV. Its HOMO-LUMO gap is 8.21 eV. The energy relative to the best compared isomer or geometry (same formula, charge and spin) is 2.364 eV. The LUMO energy is -2.24 eV.